Version 1
A cluster of 3 separate species, C6H18O2S2 in total, computed with ωB97M-V/def2-TZVPD.

LUMO level ... 0.59 eV
HOMO ... -0.3257 hartree
Multiplicity ... 1
SMILES ... CCCSSCCC.O.O

CARTESIAN COORDINATES (ANGSTROEM)
C (-0.4099, 1.7111, 2.3523)
C (1.0023, 1.1990, 2.1245)
C (-1.3243, 1.8399, 1.1261)
S (-1.5160, 0.1961, 0.3708)
S (-1.9230, 0.4773, -1.5851)
C (-0.3691, 0.5684, -2.4992)
C (0.9425, 0.1588, -1.8391)
C (1.2403, -1.3452, -1.8436)
H (-0.3937, 2.7045, 2.7857)
H (-0.8922, 1.0349, 3.0565)
H (1.0305, 0.1270, 1.9312)
H (1.5365, 1.3105, 3.0660)
H (1.5306, 1.6570, 1.3069)
H (-0.9182, 2.5573, 0.4116)
H (-2.2662, 2.2303, 1.4668)
H (-0.3004, 1.5739, -2.9025)
H (-0.5142, -0.1000, -3.3532)
H (1.6749, 0.7348, -2.3780)
H (1.0685, 0.5429, -0.8260)
H (0.4735, -1.9417, -2.3355)
H (1.3559, -1.7041, -0.8196)
H (2.2078, -1.5080, -2.3199)
H (-0.1752, -2.6534, 0.4739)
H (0.2120, -3.6254, 1.4842)
O (0.5513, -2.8129, 1.0788)
H (3.3228, -0.8058, 1.2823)
H (3.6551, -1.9458, 0.2829)
O (3.8604, -1.5806, 1.1475)

Atomic partial charges in e from the Mulliken method, atoms 1 to 4: -0.6177, -0.8756, -0.6618, -0.0669

***

Version 2
A cluster of 3 separate species, C6H18O2S2 in total, computed with ωB97M-V/def2-TZVPD.

LUMO level ... 0.58 eV
HOMO ... -0.2980 hartree
Multiplicity ... 1
SMILES ... CCCSSCCC.O.O

CARTESIAN COORDINATES (ANGSTROEM)
C (-0.7759, 2.2568, -1.2241)
C (-2.2509, 2.2481, -0.7286)
C (0.2899, 1.9356, -0.1714)
S (1.3251, 0.4449, -0.5445)
S (1.9452, -0.4315, 1.1343)
C (0.4379, -0.7276, 2.0961)
C (-0.5816, -1.5657, 1.3411)
C (-0.7440, -2.9977, 1.8430)
H (-0.6628, 3.2777, -1.5858)
H (-0.7460, 1.6546, -2.1423)
H (-2.5058, 1.2782, -0.3101)
H (-2.8115, 2.4740, -1.6436)
H (-2.3946, 3.0946, -0.0766)
H (-0.1834, 1.8252, 0.8090)
H (0.8651, 2.8426, -0.1576)
H (0.0897, 0.3059, 2.1727)
H (0.6837, -1.1883, 3.0480)
H (-1.5956, -1.1513, 1.4068)
H (-0.3724, -1.6766, 0.2788)
H (0.0874, -3.7174, 1.8196)
H (-1.4363, -3.4892, 1.1591)
H (-0.9988, -3.0170, 2.9035)
H (3.4019, 1.4363, -2.1617)
H (3.2712, 2.5455, -1.0835)
O (2.8854, 2.1903, -1.8763)
H (0.2736, -3.4904, -2.4336)
H (1.3039, -2.7641, -1.6931)
O (1.1996, -3.5936, -2.1795)

Atomic partial charges in e from the Mulliken method, atoms 1 to 4: -0.5152, -1.2092, -0.3784, -0.1072

***

Bottom line: version 1, by a margin of 20.6 kcal/mol.

***

Version 1
A cluster of 2 separate species, C2HClF2S in total, computed with ωB97M-V/def2-TZVPD.

LUMO level (spin up / spin down) ... -2.35 / -1.44 eV
HOMO (spin up / spin down) ... -0.3573 / -0.3521 hartree
Multiplicity ... 1

CARTESIAN COORDINATES (ANGSTROEM)
C (0.7539, -0.2846, 0.2861)
C (-0.2717, 0.1931, -0.5466)
F (-0.7977, -0.3486, -1.6974)
F (-0.5706, 1.4911, -0.6539)
S (1.4576, 0.7174, 1.3548)
Cl (1.0266, -1.9575, 0.1537)
H (-1.5981, 0.1892, 1.1032)

Atomic partial charges in e from the Mulliken method, atoms 1 to 4: 0.3498, 0.1456, -0.2003, -0.1413

***

Version 2
A cluster of 2 separate species, C2HClF2S in total, computed with ωB97M-V/def2-TZVPD.

LUMO level ... -1.22 eV
HOMO ... -0.3184 hartree
Multiplicity ... 1
SMILES ... FC(F)=C=S.Cl

CARTESIAN COORDINATES (ANGSTROEM)
C (-0.3273, -0.8034, 0.5604)
C (-0.5027, -0.7127, -0.7577)
F (0.4102, -0.3121, -1.6693)
F (-1.5865, -1.1329, -1.3845)
S (-0.5133, -0.6786, 2.0744)
Cl (1.8154, 1.5554, 0.3796)
H (0.7041, 2.0842, 0.7972)

Atomic partial charges in e from the Mulliken method, atoms 1 to 4: 0.0803, 0.5843, -0.1765, -0.1996

***

Bottom line: version 2, by a margin of 53.1 kcal/mol.

***

Version 1
A structure of composition C2H5P, computed with ωB97M-V/def2-TZVPD.

LUMO level ... 0.74 eV
HOMO ... -0.3524 hartree
Multiplicity ... 1

CARTESIAN COORDINATES (ANGSTROEM)
C (0.1195, 0.6772, 1.5036)
C (-0.2632, -0.8675, -0.7058)
P (-0.4465, -0.7818, 1.1597)
H (0.3064, 1.0803, 2.5042)
H (0.6240, 1.5156, 0.5539)
H (0.6268, -1.6011, -0.7252)
H (-1.0695, -1.3941, -1.2457)
H (-0.0762, 0.0452, -1.2251)

Atomic partial charges in e from the Mulliken method, atoms 1 to 4: -0.3305, -0.8544, -0.0564, 0.2959

***

Version 2
A cluster of 2 separate species, C2H5P in total, computed with ωB97M-V/def2-TZVPD.

LUMO level (spin up / spin down) ... -0.64 / -0.16 eV
HOMO (spin up / spin down) ... -0.3694 / -0.3023 hartree
Multiplicity ... 1

CARTESIAN COORDINATES (ANGSTROEM)
C (0.7632, 0.2367, -0.4582)
C (0.1417, -0.7834, 0.4525)
P (-0.9472, -0.2364, -0.9163)
H (0.9223, 1.2373, -0.0759)
H (1.5502, -0.0924, -1.1268)
H (0.5111, -1.8012, 0.4068)
H (-0.1302, -0.4767, 1.4545)
H (-2.8111, 1.9160, 0.2634)

Atomic partial charges in e from the Mulliken method, atoms 1 to 4: -0.5090, -0.5079, -0.0259, 0.2641

***

Bottom line: version 1, by a margin of 56.5 kcal/mol.

***

Version 1
A structure of composition C18H27Cl2LuN2O4, computed with ωB97M-V/def2-TZVPD.

LUMO level (spin up / spin down) ... 0.38 / 0.38 eV
HOMO (spin up / spin down) ... -0.2198 / -0.2200 hartree
Multiplicity ... 1

CARTESIAN COORDINATES (ANGSTROEM)
O (-1.9888, 2.5142, -1.2772)
C (-2.4273, 1.4229, -1.5963)
C (-3.5407, 0.6764, -0.9552)
C (-3.8295, 0.9052, 0.3987)
H (-3.0644, 1.2516, 1.0946)
C (-5.1561, 0.7828, 0.8163)
H (-5.4461, 1.0696, 1.8357)
C (-6.1436, 0.3378, -0.1008)
H (-7.2081, 0.2861, 0.2196)
C (-5.7669, -0.0310, -1.4071)
H (-6.5274, -0.3773, -2.0971)
C (-4.4545, 0.0738, -1.8081)
H (-4.1479, -0.1888, -2.8066)
H (-1.8966, 0.7672, -2.3568)
C (-0.3200, -1.2222, -2.3320)
C (-0.6711, -1.1602, -0.9287)
H (-0.9903, -1.8985, -2.9002)
H (0.6856, -1.7172, -2.3219)
H (-0.1933, -0.3130, -2.9407)
C (-1.6071, -1.8602, -0.2945)
C (-1.5737, -3.3628, -0.4512)
H (-2.4246, -1.5160, 0.3303)
H (-2.5347, -3.7102, -0.8771)
H (-1.4209, -3.8071, 0.5591)
H (-0.7183, -3.6967, -1.1014)
Lu (0.8107, -1.2370, 0.4827)
Cl (-0.8763, -0.6087, 2.3022)
Cl (2.0490, -3.3347, 0.1932)
C (2.1434, -0.6185, 3.0971)
O (2.1155, -0.1340, 1.9156)
N (3.2285, -0.5524, 3.8435)
C (4.4267, 0.1173, 3.3307)
C (3.3541, -1.4052, 5.0275)
H (1.2643, -1.1097, 3.5314)
H (4.1309, 0.7694, 2.5021)
H (5.1697, -0.6195, 2.9747)
H (4.8731, 0.7070, 4.1446)
H (2.3332, -1.7438, 5.2942)
H (3.7895, -0.8314, 5.8631)
H (3.9864, -2.2987, 4.8278)
H (4.4616, 1.7295, -2.3856)
H (3.0099, 3.7694, -3.1592)
C (3.5925, 1.1162, -2.6509)
C (2.1868, 3.0549, -3.3085)
N (2.3572, 1.8759, -2.4573)
H (3.5708, 0.2167, -2.0342)
C (1.4689, 1.5334, -1.5306)
O (1.5280, 0.4567, -0.8603)
H (1.2411, 3.5392, -3.0764)
H (0.6473, 2.2582, -1.3638)
H (3.6974, 0.8492, -3.7069)
H (2.1983, 2.7622, -4.3699)
O (0.3887, 2.5767, 2.8997)
C (0.2191, 1.9349, 1.9721)

Atomic partial charges in e from the Mulliken method, atoms 1 to 4: -0.5769, 0.0712, 0.6795, -0.2211

***

Version 2
A structure of composition C18H27Cl2LuN2O4, computed with ωB97M-V/def2-TZVPD.

LUMO level (spin up / spin down) ... 0.27 / 0.27 eV
HOMO (spin up / spin down) ... -0.2187 / -0.2188 hartree
Multiplicity ... 1

CARTESIAN COORDINATES (ANGSTROEM)
O (-1.9473, 0.1721, -2.7426)
C (-1.0640, -0.6669, -2.7352)
C (-1.2899, -2.1406, -2.6080)
C (-2.3690, -2.6096, -1.8398)
H (-2.6890, -1.9380, -1.0392)
C (-3.0182, -3.8065, -2.1483)
H (-3.8631, -4.0902, -1.5369)
C (-2.5862, -4.5981, -3.2066)
H (-3.1057, -5.5095, -3.4393)
C (-1.4854, -4.1891, -3.9501)
H (-1.1230, -4.8065, -4.7872)
C (-0.8147, -2.9774, -3.6576)
H (0.0473, -2.6652, -4.2726)
H (-0.0143, -0.4703, -3.1040)
C (2.0323, -0.3478, -1.6657)
C (0.9607, -0.9870, -0.8530)
H (2.5845, -1.1267, -2.2145)
H (2.7472, 0.0846, -0.9737)
H (1.7400, 0.3926, -2.4131)
C (0.9310, -2.2617, -0.5008)
C (2.1613, -2.9812, -0.0615)
H (0.0334, -2.8741, -0.4269)
H (2.2803, -3.8171, -0.7286)
H (2.0373, -3.4133, 0.9235)
H (3.1028, -2.4452, -0.0709)
Lu (1.0042, -0.2194, 1.2746)
Cl (-1.1779, -1.6123, 1.6407)
Cl (3.2728, -0.3613, 2.2660)
C (-0.3616, 0.5652, 3.7663)
O (-0.1439, 1.1001, 2.6249)
N (-0.3629, 1.2639, 4.8917)
C (-0.1507, 2.6951, 4.8233)
C (-0.3093, 0.5685, 6.1622)
H (-0.5420, -0.5217, 3.8171)
H (-0.3103, 3.0443, 3.8064)
H (0.8637, 2.9395, 5.1324)
H (-0.8450, 3.1740, 5.5035)
H (-0.5811, -0.4639, 5.9814)
H (-0.9960, 1.0209, 6.8597)
H (0.6849, 0.6061, 6.5954)
H (1.6828, 5.0879, -0.3060)
H (-0.0048, 5.3218, -2.3327)
C (1.9522, 4.1146, -0.7449)
C (0.2935, 4.2934, -2.5984)
N (0.8021, 3.5338, -1.4400)
H (2.2731, 3.4001, 0.0200)
C (0.2280, 2.3857, -1.0184)
O (0.6981, 1.6238, -0.1350)
H (-0.5623, 3.7641, -3.0288)
H (-0.7450, 2.1685, -1.5205)
H (2.7535, 4.3098, -1.4703)
H (1.0748, 4.4094, -3.3675)
O (-3.3584, 1.0746, 1.7252)
C (-2.4209, 0.7865, 1.1244)

Atomic partial charges in e from the Mulliken method, atoms 1 to 4: -0.6055, -0.0940, 1.0198, -0.3305

***

Bottom line: version 2, by a margin of 11.7 kcal/mol.

***

Version 1
A structure of composition H4O2Rb, computed with ωB97M-V/def2-TZVPD.

LUMO level ... -3.81 eV
HOMO ... -0.5917 hartree
Multiplicity ... 1
Charge ... +1

CARTESIAN COORDINATES (ANGSTROEM)
Rb (0.5044, -0.4468, 1.8053)
O (-1.7379, 0.3565, 0.4920)
H (-2.4701, 0.6972, 1.0146)
H (-1.9120, -0.5297, 0.1310)
O (1.7360, -0.0552, -0.7563)
H (1.2586, -0.0867, -1.5739)
H (2.6210, 0.0647, -1.1127)

Atomic partial charges in e from the Mulliken method, atoms 1 to 4: 0.9450, -0.6761, 0.3328, 0.3559

***

Version 2
A structure of composition H4O2Rb, computed with ωB97M-V/def2-TZVPD.

LUMO level ... -3.69 eV
HOMO ... -0.5896 hartree
Multiplicity ... 1
Charge ... +1

CARTESIAN COORDINATES (ANGSTROEM)
Rb (-1.8774, 0.6276, -0.4811)
O (0.1049, 1.1641, 1.5264)
H (0.7304, 0.5291, 1.8997)
H (0.0962, 1.9090, 2.1429)
O (0.0971, -1.0938, -1.6302)
H (-0.2001, -2.0136, -1.6630)
H (1.0489, -1.1224, -1.7947)

Atomic partial charges in e from the Mulliken method, atoms 1 to 4: 0.9321, -0.5769, 0.3067, 0.3064

***

Bottom line: version 2, by a margin of 5.9 kcal/mol.

***

Version 1
A structure of composition C2H3NOS3, computed with ωB97M-V/def2-TZVPD.

LUMO level ... -1.60 eV
HOMO ... -0.3305 hartree
Multiplicity ... 1

CARTESIAN COORDINATES (ANGSTROEM)
C (-0.0674, 0.7680, -0.1723)
C (0.7098, -0.4450, -0.1585)
N (-0.2294, 1.8964, -0.0225)
O (2.6923, 1.3645, -0.1282)
S (2.4084, -0.2280, -0.0229)
S (-2.2121, -0.7137, 0.5325)
S (0.3126, -2.0270, 0.0286)
H (1.9092, 1.9999, -0.5133)
H (-3.4193, -0.6692, -0.1335)
H (-2.1042, -1.9459, 0.5903)

Atomic partial charges in e from the Mulliken method, atoms 1 to 4: 0.2884, 0.3709, -0.4475, -0.4941

***

Version 2
A cluster of 2 separate species, C2H3NOS3 in total, computed with ωB97M-V/def2-TZVPD.

LUMO level ... 0.21 eV
HOMO ... -0.3414 hartree
Multiplicity ... 1
SMILES ... N=C=S.O=CSS

CARTESIAN COORDINATES (ANGSTROEM)
C (1.3163, -0.7787, -1.3318)
C (-0.9554, -0.0611, 1.6219)
N (2.4852, -0.7276, -1.0658)
O (0.1390, 0.0826, 1.1879)
S (-0.1285, -1.2615, -1.7107)
S (-2.4278, 0.6106, 0.8763)
S (-1.5585, 1.9387, -0.4694)
H (3.2636, -0.3078, -0.5606)
H (-1.1538, -0.4222, 2.5932)
H (-0.9802, 0.9271, -1.1411)

Atomic partial charges in e from the Mulliken method, atoms 1 to 4: 0.4709, 0.0569, -0.3453, -0.3811

***

Bottom line: version 2, by a margin of 52.4 kcal/mol.